No. 1
44
Properties=species:S:1:pos:R:3 method="wB97M-V/def2-TZVPD" relative_energy_kcal_mol=120.87 total_energy_ha=-1104.47770 homo_ev=-8.4 smiles="CN(C)[C@@H](CNc1ccc(C(N)=O)cc1[N+](=O)[O-])c1ccccc1" multiplicity=1 orbital_gap_ev=7.80 lumo_energy_ev=-0.62
O 1.559 3.075 -0.461
O 3.656 3.142 -0.018
O 5.622 -2.654 0.135
N 0.383 0.804 -0.853
N 6.622 -0.671 -0.198
N -1.520 0.387 1.431
N 2.644 2.518 -0.286
C 1.856 -1.108 -0.759
C 4.212 -0.802 -0.302
C -0.680 1.378 2.064
C -0.877 0.132 -0.998
C -1.896 0.650 0.057
C 5.530 -1.466 -0.100
C -5.866 -0.841 -0.754
C 4.001 0.554 -0.217
C 2.730 1.112 -0.400
C -4.070 -0.424 0.784
C -3.289 0.109 -0.234
C -3.837 0.195 -1.509
C -1.065 -0.956 1.717
C -5.344 -0.900 0.526
C 1.604 0.283 -0.680
C -5.110 -0.280 -1.768
C 3.104 -1.627 -0.570
H -1.168 -1.134 2.789
H -3.282 0.653 -2.315
H -1.267 0.336 -2.000
H 0.381 1.297 1.790
H 4.796 1.246 0.019
H -6.858 -1.215 -0.957
H -3.681 -0.447 1.788
H 1.042 -1.777 -0.983
H -0.765 -0.945 -0.892
H -5.514 -0.206 -2.767
H -1.949 1.741 -0.054
H -1.031 2.378 1.816
H 6.574 0.296 -0.461
H -1.685 -1.678 1.190
H 3.273 -2.692 -0.624
H -5.932 -1.314 1.332
H 7.526 -1.095 -0.078
H -0.010 -1.123 1.451
H -0.754 1.248 3.145
H 0.337 1.821 -0.796

No. 2
14
Properties=species:S:1:pos:R:3 method="wB97M-V/def2-TZVPD" charge=+1 relative_energy_kcal_mol=39.06 total_energy_ha=-2748.16273 homo_ev=-14.8 smiles=CC(C)([NH3+])Br multiplicity=1 orbital_gap_ev=11.04 lumo_energy_ev=-3.78
Br 2.575 0.160 0.072
N 0.266 -0.770 1.178
C 0.210 -0.813 -1.370
C 0.563 -0.065 -0.105
C 0.003 1.655 0.133
H 0.740 -0.268 1.844
H -0.106 2.108 -0.769
H -0.736 -0.736 1.354
H -0.921 1.701 0.719
H 0.987 -0.734 -2.087
H 0.763 -1.696 1.153
H 0.768 2.021 0.903
H 0.073 -1.815 -1.249
H -0.755 -0.452 -1.760

No. 3
14
Properties=species:S:1:pos:R:3 method="wB97M-V/def2-TZVPD" relative_energy_kcal_mol=29.25 total_energy_ha=-593.44161 homo_ev=-8.7 smiles="C=CCC(C)=S" multiplicity=1 orbital_gap_ev=8.44 lumo_energy_ev=-0.25
S -1.340 1.020 1.333
C 1.064 -1.195 -2.333
C 0.680 -1.006 1.249
C 0.212 -0.324 -1.823
C -0.051 0.176 0.673
C 0.549 0.507 -0.634
H -0.818 -0.281 -2.180
H 2.102 -1.249 -1.936
H 0.304 1.613 -0.709
H 1.638 0.505 -0.467
H 0.600 -1.901 0.660
H 1.728 -0.779 1.361
H 0.839 -1.920 -3.059
H 0.331 -1.266 2.217

No. 4
209
Properties=species:S:1:pos:R:3 method="wB97M-V/def2-TZVPD" total_energy_ha=-4981.34214 homo_ev=-8.7 multiplicity=1 orbital_gap_ev=8.95 lumo_energy_ev=0.23
V -1.307 -0.641 -2.026
O -2.098 2.706 -3.671
O 0.823 3.414 4.109
O -1.335 -0.810 -0.438
O 1.320 -5.315 -3.965
O -2.729 -6.465 2.231
O -0.020 3.405 1.241
O -1.523 -1.593 -4.268
O 4.249 2.079 1.245
O 1.731 5.011 -2.726
O -4.553 -1.235 4.972
O 1.675 -3.855 -6.448
O 0.127 -2.439 3.785
O -2.062 2.444 3.493
O -7.038 -3.013 0.068
O 0.348 -5.815 7.422
O -0.171 0.334 -2.685
O 2.105 2.819 -8.335
O -3.859 0.639 -5.462
O 6.115 5.527 3.306
O 0.104 -2.433 -1.981
O 4.365 -0.402 -3.204
O -3.019 0.072 -2.600
N 1.726 -4.380 5.204
N 2.892 1.043 -6.210
N 6.014 2.551 3.245
N 0.893 6.342 3.327
N -4.616 -0.951 1.332
N -2.511 -2.683 -2.190
N -4.295 -3.947 0.166
N -1.594 5.389 -1.191
C 1.691 -5.396 7.601
C -0.864 -0.721 -5.293
C -5.396 0.723 2.930
C 6.202 6.793 2.730
C -5.454 -4.677 -0.387
C -3.392 -2.748 -3.361
C 2.201 3.427 -9.593
C -3.255 -0.845 5.465
C -1.961 -7.623 2.235
C 1.720 2.320 4.016
C -0.245 -6.209 8.665
C 2.845 0.317 -4.949
C -2.905 -5.846 0.989
C -3.968 0.794 -1.903
C -1.606 -3.873 -2.257
C 1.543 -2.344 4.002
C 2.506 -4.527 -4.240
C 4.252 0.468 -4.343
C 0.740 5.780 4.676
C -3.886 2.067 -5.301
C 7.025 3.391 3.860
C 3.231 1.456 0.422
C -4.329 -0.343 2.634
C 2.448 3.864 -3.229
C -0.271 5.869 -1.650
C 0.602 4.660 -1.978
C 7.248 4.670 3.016
C -2.719 -2.314 -4.665
C -0.686 5.508 5.110
C -3.755 -4.652 1.335
C 1.943 -2.967 5.352
C -0.464 -3.660 -1.393
C -8.216 -2.564 0.733
C 2.351 -5.250 6.255
C 0.498 6.740 -0.655
C -4.422 -1.528 3.589
C -1.095 2.494 1.250
C -0.234 -1.641 2.701
C -2.180 2.869 2.174
C 2.001 1.419 -8.461
C -2.553 2.782 -5.017
C 6.479 1.923 2.068
C 2.142 -3.409 -5.153
C 1.760 0.741 -7.121
C -6.751 -4.409 0.245
C 1.570 4.443 4.750
C 5.336 1.205 1.362
C 1.439 -1.993 -1.495
C 5.516 -0.119 -2.444
H -1.837 2.434 -5.739
H 0.887 4.200 -1.014
H 4.430 1.511 -4.038
H -1.878 4.614 -1.769
H -1.567 2.615 0.241
H -7.570 -5.054 -0.153
H 6.665 3.773 4.807
H 6.446 -0.590 -2.822
H -5.396 1.564 2.221
H 2.972 0.478 0.862
H -5.257 -5.754 -0.275
H -0.953 -1.124 -6.327
H 6.322 6.743 1.647
H 1.984 -2.978 3.185
H -4.988 0.331 -2.022
H -2.455 -8.463 1.689
H 2.150 -6.039 8.388
H 2.880 2.042 -6.088
H 0.250 -4.507 -1.536
H -4.056 1.862 -2.147
H 7.017 7.369 3.115
H -0.702 -3.462 -0.347
H -3.774 -3.797 -3.466
H 3.564 1.234 -0.597
H -2.789 3.817 -5.237
H -3.320 0.356 -4.704
H -1.292 4.897 4.436
H 2.475 2.297 4.816
H -3.769 -1.019 0.772
H -0.026 -5.441 9.422
H 1.855 4.039 5.713
H -6.399 0.268 2.858
H 4.983 0.215 -5.135
H 7.263 1.217 2.363
H -2.376 -3.146 -5.278
H 0.802 -4.258 -6.331
H 1.192 3.429 -10.048
H 1.638 -0.342 -7.307
H -2.939 0.149 5.160
H -0.948 -7.512 1.782
H -5.548 -4.442 -1.460
H 2.500 -6.254 5.795
H -3.061 2.353 1.781
H -9.061 -3.237 0.532
H 5.295 7.347 2.927
H -0.584 5.075 6.128
H -3.607 -2.256 3.485
H 1.454 -1.920 -0.408
H 2.905 3.261 -2.451
H 2.482 4.606 4.164
H -6.633 -4.670 1.312
H 1.752 3.259 -3.836
H 2.233 2.335 3.069
H -0.824 1.428 1.294
H 8.081 5.185 3.458
H -1.320 -1.744 2.541
H 5.335 -0.511 -1.428
H 0.163 -7.188 8.991
H -3.390 -1.613 -5.168
H -1.919 -5.564 0.484
H 2.491 4.466 -9.423
H 1.412 -2.585 6.219
H -1.108 -3.797 -3.224
H 2.739 -0.714 -5.308
H -4.604 -3.034 0.562
H 0.271 -1.973 1.760
H -5.288 1.124 3.949
H -1.161 2.412 3.782
H 2.935 1.045 -8.858
H 0.068 7.729 -0.496
H 1.702 -4.406 8.124
H 5.237 3.160 2.993
H 3.361 -4.859 6.469
H 6.929 2.648 1.326
H -1.338 0.261 -5.204
H 7.983 2.919 4.097
H 5.063 0.286 1.917
H 2.924 2.983 -10.283
H 0.162 -0.620 -4.949
H -3.204 -0.955 6.534
H 0.622 6.185 0.263
H 0.781 1.157 -6.798
H -0.417 6.483 -2.563
H -1.225 6.467 5.249
H -2.333 3.936 2.071
H -8.010 -2.509 1.823
H 0.723 -4.451 5.243
H -0.054 3.933 -2.493
H -3.373 -6.491 0.209
H 0.438 7.228 3.218
H -1.177 2.449 -3.677
H 1.111 6.543 5.370
H 5.656 0.979 -2.424
H -4.317 2.462 -6.209
H -5.368 -2.013 3.296
H -0.067 -0.577 2.907
H -5.163 -0.361 0.705
H 0.333 3.409 2.154
H 0.491 5.733 2.637
H 1.165 1.148 -9.118
H 2.337 2.070 0.349
H 2.092 0.530 -4.169
H 1.476 6.785 -1.155
H 3.046 -2.853 -5.349
H -2.505 -1.535 5.073
H -3.333 0.093 2.550
H 1.866 -1.293 3.849
H 1.161 1.377 4.111
H 3.013 -2.732 5.417
H 1.628 -1.024 -1.912
H 2.825 -4.130 -3.270
H 1.426 -2.757 -4.670
H 1.559 -6.192 -3.647
H -3.146 -2.705 -1.371
H -4.265 -2.143 -3.161
H -8.418 -1.594 0.298
H 5.613 0.879 0.355
H -1.496 4.932 -0.287
H 7.367 4.575 1.939
H -4.570 -5.084 1.948
H -1.306 -6.247 8.504
H -4.522 2.351 -4.462
H -2.098 -4.851 -2.146
H -1.913 -7.875 3.299
H -3.234 -3.889 1.930
H 2.176 -2.678 -1.866
H 3.166 4.290 -3.927
H -3.822 0.768 -0.808
H 3.307 -5.152 -4.605

No. 5
123
Properties=species:S:1:pos:R:3 method="wB97M-V/def2-TZVPD" charge=+1 relative_energy_kcal_mol=0.00 total_energy_ha=-3363.33004 homo_ev="-9.5 / -9.3" multiplicity=1 orbital_gap_ev="5.98 / 5.79" lumo_energy_ev="-3.49 / -3.47"
Mo 0.307 -0.051 -0.262
P 1.358 -2.597 -2.122
O -0.455 0.885 -1.862
O 5.759 -1.963 4.479
O 7.247 -1.017 3.237
O -12.236 1.146 -2.712
O 0.391 -0.798 1.588
O 2.226 0.375 -0.092
N 2.681 -1.845 -2.740
N -0.010 2.054 0.761
N -3.358 4.341 2.796
N -1.920 -0.189 0.015
N 6.103 -1.295 3.527
N -5.425 5.506 2.968
N 0.336 -3.077 -3.303
N -6.792 0.806 -1.678
N 1.990 -3.926 -1.382
N 0.553 -1.652 -1.133
N -6.002 1.139 -2.571
C -0.542 4.547 1.828
C -4.494 4.822 2.311
C 4.981 -0.378 -3.617
C 3.087 -0.008 0.808
C -0.008 3.140 -0.018
C 5.046 -0.847 2.594
C 2.781 -3.704 -0.168
C 5.412 -0.077 1.475
C -8.618 1.369 -3.290
C 1.406 -1.121 2.272
C -3.119 4.567 4.093
C 3.665 0.361 -3.297
C -4.682 -0.093 0.079
C -8.175 0.931 -2.053
C -2.365 1.414 -3.179
C -0.136 -2.792 -5.682
C -0.259 2.203 2.066
C 3.137 -6.177 0.014
C -4.012 0.417 -1.065
C 4.703 -1.782 -4.142
C -10.445 0.656 -1.309
C -12.743 1.616 -3.951
C -2.569 -0.652 1.060
C -5.178 5.722 4.256
C 3.758 -1.190 2.852
C -2.609 0.362 -1.022
C -1.889 4.026 4.706
C -10.893 1.098 -2.554
C 2.448 -0.550 -3.397
C -0.826 3.497 4.101
C -1.775 0.896 -2.057
C -9.977 1.455 -3.545
C -0.257 4.406 0.483
C 2.303 -6.352 -1.250
C -3.779 1.433 -3.250
C -1.126 -2.999 -3.127
C 3.916 -2.566 -3.106
C -4.594 0.977 -2.248
C -9.090 0.575 -1.068
C 3.810 -4.809 0.017
C 0.816 -3.388 -4.657
C -0.553 3.424 2.649
C -1.522 -3.445 -5.576
C 1.299 -5.219 -1.396
C -3.970 -0.611 1.125
C 4.446 0.339 0.603
C -4.028 5.265 4.877
C 2.740 -0.776 1.957
C -1.805 -3.906 -4.140
H -1.380 -3.292 -2.108
H 1.193 -1.658 3.200
H 0.888 -4.474 -4.800
H 0.194 2.969 -1.067
H 5.635 -2.314 -4.340
H -1.441 -4.926 -3.990
H -4.261 1.839 -4.130
H -2.287 -2.739 -5.902
H 3.514 1.190 -3.991
H -0.255 1.299 2.664
H 3.697 0.794 -2.296
H 2.165 -0.703 -4.446
H -4.688 4.634 1.261
H -12.409 2.637 -4.150
H 0.738 -5.306 -2.325
H -1.465 -1.964 -3.256
H -8.720 0.236 -0.109
H -4.466 -0.997 2.004
H 4.537 -4.755 -0.800
H 0.577 -5.260 -0.567
H -1.761 1.809 -3.983
H 4.542 -2.676 -2.213
H -13.824 1.600 -3.857
H 2.107 -3.668 0.701
H -0.057 3.075 4.740
H 5.586 -0.471 -2.711
H -0.239 5.257 -0.182
H -5.759 -0.059 0.108
H 6.453 0.169 1.327
H 3.270 -2.729 -0.242
H -1.973 -1.080 1.855
H 2.482 -6.257 0.889
H 1.594 -0.069 -2.920
H -2.877 -3.927 -3.944
H -0.203 -1.717 -5.496
H -7.905 1.644 -4.054
H 3.522 -1.773 3.732
H -1.884 4.038 5.790
H -12.440 0.960 -4.771
H -3.847 5.447 5.927
H 5.579 0.189 -4.329
H 3.685 -3.574 -3.455
H 4.693 0.931 -0.267
H 1.771 -7.305 -1.237
H 1.823 -2.987 -4.775
H 2.958 -6.356 -2.127
H 4.159 -1.741 -5.089
H -1.583 -4.301 -6.250
H 4.355 -4.644 0.948
H -10.314 1.796 -4.512
H -0.758 5.521 2.248
H -5.926 6.277 4.811
H -11.172 0.385 -0.556
H 3.877 -6.973 0.103
H 0.276 -2.915 -6.685

No. 6
74
Properties=species:S:1:pos:R:3 method="wB97M-V/def2-TZVPD" relative_energy_kcal_mol=0.00 total_energy_ha=-6937.94734 homo_ev="-9.3 / -9.3" multiplicity=1 orbital_gap_ev="8.45 / 8.45" lumo_energy_ev="-0.85 / -0.86"
Co -0.444 -0.305 0.049
Cl -5.396 -5.140 0.747
Cl -4.255 -2.772 2.311
Cl -0.889 -1.748 -1.778
Cl -2.071 -4.109 -3.363
Cl -4.339 -5.832 -2.080
S 1.604 -2.305 2.018
S 1.195 -4.591 0.458
F 3.886 -1.254 1.216
F -0.036 -6.781 1.161
F 3.986 -2.304 3.109
F -0.204 -5.173 2.599
F 3.019 -0.371 2.991
F 1.649 -6.287 2.429
O 1.033 -2.557 3.303
O 1.999 -5.356 -0.434
O -0.035 -4.015 -0.017
O 0.961 -1.247 1.238
O -2.288 -0.810 1.979
N -0.133 1.126 1.327
N 1.271 0.169 -1.166
N 1.571 1.490 -1.290
N 0.303 2.262 0.726
N -1.596 0.988 -0.908
N -0.858 1.980 -1.463
N 1.982 4.395 -1.135
N 2.093 -3.565 1.250
N 0.720 3.896 -1.095
C -2.157 -2.687 -1.081
C -1.541 2.551 -2.457
C 0.389 2.620 2.892
C -2.780 0.973 -1.538
C 1.872 5.709 -1.074
C -0.471 0.379 3.734
C 2.438 -1.996 -1.718
C 2.775 1.645 -1.858
C -3.961 0.143 -1.161
C -1.927 -1.170 0.903
C -4.151 -4.190 0.053
C -0.176 4.909 -0.971
C -2.675 -3.742 -1.804
C -2.584 -2.344 0.193
C -3.684 -4.507 -1.223
C 2.315 -0.512 -1.665
C -2.775 1.944 -2.542
C 3.282 0.394 -2.118
C 0.625 -5.782 1.752
C 0.515 6.091 -0.967
C 0.626 3.171 1.657
C -0.095 1.328 2.649
C 3.239 -1.516 2.349
C 3.082 6.583 -1.105
C -3.611 -3.111 0.760
B 0.478 2.433 -0.804
H 0.539 3.071 3.857
H 2.713 -2.401 -0.749
H 1.527 -2.492 -2.035
H 1.011 4.135 1.372
H 0.110 7.086 -0.907
H 3.172 2.629 -2.016
H -4.856 0.750 -1.297
H -3.935 -0.163 -0.120
H 4.226 0.152 -2.573
H -0.164 -0.640 3.526
H 3.344 6.921 -0.101
H -1.234 4.718 -0.880
H 2.909 7.467 -1.718
H -1.546 0.379 3.899
H 0.020 0.708 4.648
H -4.065 -0.741 -1.792
H 3.930 6.033 -1.510
H 3.227 -2.265 -2.419
H -1.117 3.371 -3.012
H -3.584 2.185 -3.209

No. 7
13
Properties=species:S:1:pos:R:3 method="wB97M-V/def2-TZVPD" relative_energy_kcal_mol=88.87 total_energy_ha=-286.49003 homo_ev=-9.1 smiles=C1OC[C@H]2N[C@@H]12 multiplicity=1 orbital_gap_ev=10.14 lumo_energy_ev=1.01
O -0.036 -1.442 -0.290
N -0.119 1.304 -1.134
C -1.195 -0.721 0.090
C 0.664 0.776 0.140
C -0.776 0.729 0.013
C 1.085 -0.703 0.153
H 1.199 1.529 0.690
H -1.324 1.473 0.590
H -1.473 -0.932 1.138
H 0.773 0.932 -1.458
H 1.940 -1.030 -0.451
H -2.016 -1.010 -0.571
H 1.306 -0.913 1.215